Here is a 2-piece molecular cluster, C9H21FN3O overall at a distorted geometry from OMol25. Energies are from ωB97M-V with the def2-TZVPD basis set.

- Highest occupied orbital energy: -13.048 eV
- Charge: +1
- LUMO energy: -4.482 eV

The geometry in XYZ format:
```
35
Properties=species:S:1:pos:R:3:mulliken_charge:R:1
C 2.722 0.251 -0.831 -1.003
C 2.283 -1.125 -1.390 -0.374
C 0.832 -1.023 -1.747 0.280
F 0.605 -0.258 -2.864 -0.332
N 0.218 -2.340 -1.966 -0.094
C -1.115 -2.393 -1.829 -0.041
N -1.832 -2.755 -0.716 -0.288
C -2.630 -1.517 -0.488 -0.198
C -2.980 -1.188 -1.979 -0.470
N -2.026 -2.047 -2.720 -0.122
H 3.287 0.151 0.086 0.308
H 1.817 0.805 -0.590 0.190
H 3.234 0.830 -1.587 0.380
H 2.490 -1.923 -0.689 0.399
H 2.829 -1.276 -2.318 0.302
H 0.269 -0.559 -0.937 0.005
H 0.790 -3.147 -2.162 0.303
H -1.135 -2.838 0.027 0.375
H -2.016 -0.685 -0.149 -0.026
H -3.446 -1.613 0.212 0.423
H -2.796 -0.126 -2.086 0.292
H -4.036 -1.369 -2.141 0.346
H -1.677 -1.602 -3.565 0.334
C 0.489 1.626 3.812 -1.402
C 0.739 2.060 2.378 0.452
C 0.318 3.502 2.152 -1.307
O 0.021 1.199 1.479 -0.421
H -0.575 1.691 4.054 0.364
H 0.790 0.587 3.958 0.335
H 1.042 2.249 4.515 0.391
H 1.797 1.945 2.139 0.243
H -0.752 3.625 2.342 0.342
H 0.497 3.797 1.117 0.323
H 0.866 4.180 2.806 0.395
H -0.918 1.288 1.679 0.295
```


Here is C9H21FeN3O7P as an isolated structure at a distorted geometry from OMol25. Energies are from ωB97M-V with the def2-TZVPD basis set.

- Relative energy (zero: lowest compared OMol25 entry of this formula, charge and spin): 3.1834 eV
- Highest occupied orbital energy (alpha / beta): 0.384 / -5.841 eV
- Charge: -1
- 2S+1: 9
- LUMO energy (alpha / beta): 2.595 / -0.765 eV

The geometry in XYZ format:
```
42
Properties=species:S:1:pos:R:3:lowdin_spin:R:1
Fe 6.411 15.655 -24.847 4.296
P 4.583 15.691 -23.462 -0.004
O 5.016 16.954 -24.331 0.724
O 4.627 14.785 -24.715 0.441
O 3.249 16.055 -22.791 0.016
O 6.045 15.450 -22.924 0.338
C 9.390 17.331 -25.004 0.034
O 8.265 16.868 -25.007 0.062
N 9.962 17.735 -26.095 0.018
C 9.374 17.502 -27.396 0.097
C 11.315 18.410 -26.121 0.056
H 10.035 17.446 -24.119 0.008
H 9.465 18.407 -27.997 0.055
H 8.297 17.338 -27.434 0.009
H 9.861 16.733 -27.996 0.026
H 12.090 17.798 -25.660 0.010
H 11.583 18.673 -27.144 0.016
H 11.352 19.387 -25.640 0.008
C 8.794 13.523 -25.541 0.426
O 7.705 13.930 -25.073 0.283
N 8.902 13.103 -26.815 0.173
C 10.149 12.347 -27.143 0.041
C 7.754 12.923 -27.723 0.036
H 9.737 13.367 -24.995 0.077
H 10.158 12.213 -28.224 0.004
H 10.161 11.402 -26.601 0.020
H 11.045 12.923 -26.908 0.016
H 7.968 13.250 -28.741 0.012
H 7.677 11.849 -27.890 0.016
H 6.814 13.258 -27.285 0.002
C 5.327 16.200 -27.849 0.041
O 6.169 15.977 -27.019 0.059
N 5.554 16.354 -29.132 0.016
C 4.561 16.758 -30.130 0.208
C 6.793 16.078 -29.736 0.139
H 4.288 16.474 -27.613 0.007
H 4.704 17.710 -30.640 0.055
H 3.637 17.072 -29.645 0.020
H 4.246 15.930 -30.766 0.032
H 6.775 15.084 -30.183 0.028
H 7.237 16.676 -30.531 0.073
H 7.553 16.158 -28.959 0.009
```


Here is C9H21GaINO4P as an isolated structure at a distorted geometry from OMol25. Energies are from ωB97M-V with the def2-TZVPD basis set.

- Highest occupied orbital energy: -5.188 eV
- Charge: -1
- LUMO energy: 2.635 eV

The geometry in XYZ format:
```
38
Properties=species:S:1:pos:R:3:mulliken_charge:R:1
C -2.812 -1.911 2.752 -1.813
C -1.562 -1.617 1.906 0.979
C -0.951 -0.294 2.401 -1.230
C -2.000 -1.612 0.431 -1.824
C -1.160 -0.805 -0.533 2.025
C -1.894 -0.763 -1.897 -1.834
C 0.208 -1.436 -0.774 -0.974
O 1.011 -0.609 -1.569 -0.500
Ga 1.800 0.823 -0.659 0.296
C 3.755 1.041 -1.298 -0.665
C 4.612 -0.055 -0.898 0.059
O 5.069 -0.930 -1.604 -0.540
I 5.054 -0.089 1.266 -0.160
P 0.809 2.929 -1.170 0.835
N 1.481 4.066 -0.325 -0.966
O 0.899 3.263 -2.762 -0.471
O -0.820 2.989 -0.985 -0.526
H -3.568 -1.184 2.479 0.409
H -2.621 -1.814 3.811 0.462
H -3.224 -2.880 2.496 0.383
H -0.884 -2.431 2.119 0.380
H 0.110 -0.408 2.563 0.248
H -1.166 0.546 1.762 0.201
H -1.373 -0.057 3.370 0.460
H -3.044 -1.331 0.383 0.448
H -1.954 -2.640 0.080 0.311
H -1.034 0.230 -0.244 -0.534
H -2.595 -1.588 -1.930 0.448
H -1.204 -0.821 -2.721 0.402
H -2.501 0.135 -1.937 0.345
H 0.020 -2.330 -1.369 0.410
H 0.704 -1.698 0.162 0.419
H 1.784 0.601 0.914 -0.199
H 4.075 1.985 -0.880 0.456
H 3.748 1.140 -2.372 0.384
H 2.184 3.630 0.258 0.295
H 0.045 3.096 -3.171 0.270
H -0.998 2.828 -0.057 0.309
```


Here is an isolated ion of composition C9H21N2O2Si and charge +1 at a distorted geometry from OMol25. Energies are from ωB97M-V with the def2-TZVPD basis set.

- Relative energy (zero: lowest compared OMol25 entry of this formula, charge and spin): 1.1711 eV
- Highest occupied orbital energy: -13.142 eV
- Charge: +1
- LUMO energy: -3.994 eV

The geometry in XYZ format:
```
35
Properties=species:S:1:pos:R:3:mulliken_charge:R:1
C 1.705 -0.845 0.195 0.471
C -0.495 -0.584 0.801 -0.323
C 0.458 -1.737 0.601 0.229
C 2.060 2.280 1.378 -1.600
C 0.619 2.505 -0.723 -1.015
C 0.851 -3.028 -1.345 -0.747
C -1.779 -0.470 -1.921 -1.213
C -2.863 1.270 0.515 -1.168
C 1.703 1.682 -0.016 0.183
N 1.117 0.299 -0.006 -0.045
N 0.984 -2.631 1.793 -0.091
O 2.804 -1.310 0.313 -0.693
O -0.042 -2.688 -0.262 -0.517
Si -2.163 -0.377 -0.077 0.303
H -0.268 -0.273 1.873 0.312
H 1.115 2.520 1.960 0.330
H 2.590 1.611 1.886 0.492
H 2.656 3.044 1.073 0.445
H 0.108 3.143 -0.039 0.295
H -0.169 1.881 -1.187 0.103
H 1.186 2.999 -1.474 0.343
H 0.403 -4.039 -1.724 0.246
H 1.867 -3.217 -0.911 0.391
H 0.796 -2.516 -2.237 0.349
H -1.200 -1.281 -2.175 0.334
H -2.691 -0.468 -2.529 0.433
H -1.193 0.258 -2.318 0.468
H -2.789 1.328 1.564 0.367
H -2.267 2.097 0.201 0.301
H -3.703 1.439 0.043 0.531
H 2.656 1.727 -0.496 0.507
H 0.626 -2.244 2.640 0.364
H 2.031 -2.696 1.715 0.378
H 0.952 -3.559 1.455 0.362
H -2.921 -1.733 0.475 -0.128
```